Record 1
This record from OMol25 describes a molecular structure, C40H54IN6O5S6SeSi2Ti. The level of theory is ωB97M-V/def2-TZVPD.

Element x y z (Å)
Ti -0.171 2.071 -0.941
C 1.064 0.076 2.702
Si -0.387 1.060 3.325
C -2.125 0.158 3.235
C -0.008 1.165 5.224
C -0.463 2.874 2.800
C 0.666 3.468 2.068
C 1.671 4.061 2.910
C 2.677 4.848 2.445
C 2.769 5.127 1.076
C 1.787 4.509 0.298
N 0.751 3.728 0.745
Si -1.751 4.062 3.386
C -2.068 5.358 2.019
C -3.385 3.171 3.788
C -1.360 4.989 5.020
H 0.693 -0.958 2.812
H 1.941 0.253 3.341
H 1.374 0.210 1.681
H -2.022 -0.924 3.192
H -2.772 0.546 2.449
H -2.568 0.416 4.203
H 0.356 0.220 5.668
H -0.847 1.502 5.862
H 0.802 1.920 5.360
H 1.596 3.745 3.977
H 3.449 5.205 3.181
H 3.527 5.722 0.576
H 1.678 4.645 -0.767
H -1.122 5.788 1.646
H -2.770 6.139 2.325
H -2.612 4.880 1.188
H -3.988 3.993 4.282
H -3.277 2.410 4.561
H -3.993 2.778 2.912
H -0.373 5.525 4.942
H -1.341 4.243 5.835
H -2.118 5.765 5.228
O -6.315 -1.335 0.511
C -5.267 -0.729 0.347
S -3.672 -1.443 0.149
C -2.703 0.047 -0.106
C -3.357 1.221 -0.054
S -2.603 2.752 -0.237
S -5.109 1.074 0.204
S -0.960 -0.120 -0.071
I 1.193 4.605 -3.498
C -0.407 3.967 -2.069
H -1.301 3.929 -2.712
H -0.455 4.833 -1.373
O 1.461 1.715 -0.684
O 2.737 1.433 -0.049
C 1.426 -4.483 -4.185
C 1.690 -5.476 -3.104
C 0.738 -5.363 -1.915
C 0.876 -4.050 -1.094
N 2.065 -3.970 -0.296
C 3.134 -3.107 -0.508
Se 3.283 -1.870 -1.795
N 4.080 -3.388 0.478
C 5.395 -2.834 0.650
C 6.527 -3.740 0.228
C 6.647 -3.836 -1.313
C 7.170 -2.501 -1.903
C 3.525 -4.318 1.396
C 4.047 -4.807 2.552
C 3.191 -5.698 3.243
C 1.947 -6.025 2.807
C 1.455 -5.526 1.596
C 2.293 -4.711 0.870
H 2.364 -4.480 -4.833
H 1.294 -3.452 -3.797
H 0.574 -4.697 -4.783
H 2.725 -5.337 -2.743
H 1.551 -6.500 -3.494
H 0.756 -6.231 -1.250
H -0.284 -5.275 -2.313
H 0.018 -4.076 -0.428
H 0.887 -3.184 -1.744
H 5.448 -2.514 1.702
H 5.344 -1.905 0.070
H 6.495 -4.706 0.790
H 7.376 -3.224 0.626
H 5.632 -4.134 -1.667
H 7.290 -4.630 -1.613
H 6.387 -1.783 -1.878
H 7.512 -2.670 -2.932
H 8.008 -2.123 -1.359
H 5.047 -4.560 2.860
H 3.507 -6.195 4.164
H 1.334 -6.679 3.393
H 0.461 -5.762 1.296
N -8.350 1.462 -1.649
C -7.192 1.681 -2.390
C -6.609 2.937 -2.485
C -5.462 3.137 -3.215
C -4.957 2.075 -3.964
C -5.538 0.780 -3.911
C -6.700 0.641 -3.154
S -3.452 2.282 -4.849
O -3.368 3.668 -5.285
O -3.438 1.276 -5.901
N -2.375 1.937 -3.770
C -1.336 1.143 -3.864
S -0.909 0.144 -5.267
C 0.542 -0.338 -4.463
C 0.584 0.211 -3.221
N -0.385 1.093 -2.916
H -8.570 2.134 -0.928
H -8.531 0.505 -1.395
H -6.985 3.741 -1.898
H -4.956 4.101 -3.338
H -5.109 -0.062 -4.404
H -7.180 -0.359 -3.065
H 1.147 -1.150 -4.853
H 1.393 0.083 -2.502

Output
Charge = -2
Relative energy (zero: lowest compared OMol25 entry of this formula, charge and spin) = 35.2 kcal/mol
HOMO level (spin up / spin down) = -0.079 / -0.079 hartree
HOMO-LUMO gap (spin up / spin down) = 5.684 / 5.704 eV
Spin multiplicity = 2


Record 2
This record from OMol25 describes a molecular structure, C40H54N3NaO5P2S3. The level of theory is ωB97M-V/def2-TZVPD.

Element x y z (Å)
Na 1.154 0.531 -0.423
C -2.660 -1.730 0.687
O -1.837 -0.591 0.538
C -1.796 0.219 1.691
C -1.405 1.605 1.255
O -0.008 1.766 1.005
C 0.667 2.461 2.053
C 2.060 2.811 1.611
O 2.817 1.621 1.535
C 4.104 1.833 0.973
H -3.688 -1.436 0.929
H -2.282 -2.395 1.472
H -2.656 -2.264 -0.259
H -1.085 -0.185 2.425
H -2.786 0.259 2.163
H -1.728 2.340 1.997
H -1.923 1.807 0.314
H 0.708 1.839 2.955
H 0.135 3.388 2.285
H 2.502 3.510 2.333
H 2.008 3.296 0.635
H 4.684 2.531 1.588
H 4.026 2.230 -0.045
H 4.603 0.869 0.931
C -3.756 -1.675 -4.673
C -2.404 -2.213 -4.181
S -1.580 -1.313 -2.848
C -0.748 0.037 -3.714
C -1.647 1.156 -4.229
S -2.452 2.228 -3.002
C -3.768 1.172 -2.315
C -4.765 0.634 -3.353
S -4.952 -1.182 -3.393
H -4.260 -2.460 -5.238
H -3.630 -0.826 -5.341
H -1.703 -2.284 -5.017
H -2.536 -3.217 -3.775
H -0.187 -0.401 -4.546
H 0.000 0.424 -3.012
H -2.415 0.772 -4.901
H -1.037 1.854 -4.808
H -4.267 1.827 -1.597
H -3.304 0.357 -1.773
H -4.513 0.955 -4.363
H -5.769 1.001 -3.144
O 2.289 0.363 -2.832
N 3.254 0.069 -2.108
O 2.949 -0.292 -0.949
C 1.825 3.107 -4.927
N 2.553 3.206 -3.665
C 3.956 2.786 -3.690
C 1.866 3.026 -2.543
N 1.268 2.893 -1.555
H 2.223 3.833 -5.637
H 0.773 3.324 -4.757
H 1.921 2.101 -5.347
H 4.547 3.527 -4.229
H 4.051 1.811 -4.171
H 4.330 2.695 -2.675
C 0.740 -4.292 2.367
P 0.635 -2.798 1.233
C 2.429 -2.419 1.429
C 3.474 -3.031 0.742
C 4.791 -2.764 1.089
C 5.081 -1.898 2.134
C 4.046 -1.289 2.832
C 2.730 -1.540 2.470
C 0.546 -3.654 -0.391
C 1.185 -3.099 -1.502
C 1.068 -3.683 -2.755
C 0.286 -4.816 -2.929
C -0.375 -5.365 -1.836
C -0.246 -4.789 -0.578
P -0.917 -4.808 3.032
C -0.408 -6.273 4.027
C -0.772 -6.446 5.362
C -0.413 -7.597 6.052
C 0.306 -8.599 5.417
C 0.644 -8.455 4.077
C 0.279 -7.309 3.386
C -1.111 -3.505 4.320
C -2.279 -2.745 4.305
C -2.459 -1.693 5.198
C -1.469 -1.395 6.122
C -0.306 -2.158 6.158
C -0.129 -3.203 5.265
H 1.376 -4.012 3.202
H 1.216 -5.112 1.830
H 3.266 -3.719 -0.069
H 5.595 -3.241 0.540
H 6.111 -1.696 2.403
H 4.263 -0.607 3.646
H 1.917 -1.058 3.009
H 1.789 -2.204 -1.384
H 1.593 -3.248 -3.599
H 0.189 -5.268 -3.909
H -0.987 -6.250 -1.963
H -0.783 -5.227 0.255
H -1.338 -5.673 5.868
H -0.701 -7.712 7.091
H 0.598 -9.489 5.961
H 1.187 -9.243 3.568
H 0.529 -7.223 2.334
H -3.055 -2.982 3.585
H -3.372 -1.109 5.170
H -1.603 -0.576 6.818
H 0.466 -1.936 6.886
H 0.778 -3.796 5.315

Output
HOMO level = -0.293 hartree
HOMO-LUMO gap = 8.242 eV